{"formula": "C31H23I2N8OSe2Te2Ti", "method": "ωB97M-V with the def2-TZVPD basis set", "s2": 2.02, "charge": -1, "total_energy_ev": -231090.2531, "homo_energy_ev": [-3.28, -3.82], "multiplicity": 3, "species": ["Ti", "I", "C", "C", "C", "I", "C", "O", "C", "C", "N", "C", "C", "C", "C", "C", "C", "N", "C", "H", "H", "H", "H", "H", "H", "H", "H", "H", "H", "H", "C", "C", "N", "C", "C", "N", "C", "C", "C", "C", "C", "N", "C", "C", "N", "C", "C", "N", "C", "C", "C", "N", "C", "C", "H", "H", "H", "H", "H", "H", "H", "H", "H", "H", "H", "H", "Se", "Te", "Te", "Se"], "positions_angstrom": [[-1.7511, -0.5683, 0.3614], [3.5832, -0.7657, 6.2544], [2.1893, -1.0255, 4.6957], [1.0629, -1.7952, 4.9142], [0.1509, -1.9436, 3.8883], [-1.5106, -3.1733, 4.2674], [0.2696, -1.3102, 2.6234], [-0.6853, -1.3758, 1.7386], [1.4881, -0.5948, 2.4284], [1.8203, 0.1021, 1.1313], [1.5374, -0.6706, -0.0753], [2.5074, -1.7607, -0.2597], [2.1469, -3.1061, 0.3415], [3.1286, -3.8688, 0.9683], [2.8068, -5.1325, 1.4329], [1.5033, -5.5762, 1.2978], [0.5881, -4.7368, 0.6832], [0.9039, -3.5446, 0.1869], [2.4049, -0.4532, 3.4601], [0.8917, -2.2674, 5.8706], [2.8926, 0.3618, 1.1501], [1.2641, 1.0448, 1.1006], [1.6097, -0.0493, -0.8699], [3.4928, -1.4680, 0.1353], [2.6073, -1.9234, -1.3372], [4.1326, -3.4800, 1.0829], [3.5575, -5.7571, 1.9002], [1.2024, -6.5498, 1.6588], [-0.4495, -5.0373, 0.5825], [3.3014, 0.1251, 3.2729], [-2.1367, -2.9763, -3.2116], [-2.3107, -2.5155, -1.9302], [-1.7972, -1.3502, -1.5056], [-1.1762, -0.5972, -2.4685], [-0.9728, -1.1257, -3.7445], [-1.4205, -2.3032, -4.1279], [-0.8242, 0.7344, -2.0390], [-0.4352, 1.7864, -2.8409], [-0.2394, 3.0596, -2.2737], [-0.4503, 3.2189, -0.8988], [-0.8542, 2.1379, -0.1371], [-1.0244, 0.9092, -0.7049], [-1.2415, 2.1518, 1.2519], [-1.1629, 3.2291, 2.1412], [-1.5943, 3.1775, 3.3815], [-2.1507, 2.0138, 3.7741], [-2.2247, 0.9230, 2.9446], [-1.7612, 0.9624, 1.6855], [0.1509, 4.1893, -3.1215], [-0.3228, 4.3244, -4.4298], [0.1295, 5.3735, -5.2085], [1.0103, 6.2824, -4.7949], [1.4452, 6.1657, -3.5424], [1.0468, 5.1647, -2.6747], [-2.5587, -3.9184, -3.5330], [-2.8806, -3.0968, -1.2172], [-0.4107, -0.5639, -4.4835], [-0.2801, 1.6340, -3.8998], [-0.3833, 4.2011, -0.4505], [-0.7216, 4.1667, 1.8190], [-2.5356, 1.9846, 4.7838], [-2.6695, -0.0115, 3.2660], [-1.0537, 3.6287, -4.8195], [-0.2271, 5.5000, -6.2255], [2.1645, 6.9144, -3.2265], [1.4513, 5.1213, -1.6720], [-3.8900, 0.9373, -0.4010], [-5.2658, -0.5442, -1.8243], [-5.6238, -2.4475, 0.1305], [-3.4450, -2.1416, 1.3435]], "atomic_forces_ev_per_a": [[-1.134, -1.573, 1.470], [-0.147, -0.016, -0.214], [0.194, -0.012, 0.323], [0.122, 0.047, -0.006], [-0.451, -0.175, -0.189], [0.210, 0.187, -0.080], [0.280, 0.146, 0.413], [0.859, -0.558, 0.379], [-0.230, -0.178, -0.174], [-0.166, 0.089, -0.126], [0.349, -0.445, 0.181], [-0.235, 0.212, -0.160], [0.007, 0.157, 0.142], [0.066, -0.020, 0.023], [0.017, 0.057, -0.007], [0.013, -0.047, 0.042], [-0.067, 0.030, -0.040], [-0.197, 0.078, -0.085], [0.055, -0.047, -0.090], [-0.014, -0.045, -0.025], [-0.093, 0.107, 0.180], [-0.039, -0.051, -0.239], [-0.130, 0.010, -0.037], [0.038, -0.058, -0.114], [0.058, 0.024, 0.013], [-0.008, 0.044, 0.003], [0.013, 0.022, 0.033], [-0.049, 0.006, 0.024], [-0.012, 0.028, -0.043], [0.027, -0.022, 0.029], [0.379, 0.164, -0.533], [-0.130, -0.241, 0.393], [0.615, -0.108, -2.347], [-0.379, -0.679, 0.064], [0.110, 0.344, -0.043], [-0.263, -0.244, 0.223], [0.306, 0.706, -0.251], [-0.135, -0.457, 0.206], [0.027, 0.104, 0.090], [-0.111, -0.188, 0.046], [0.199, 0.541, -0.234], [1.229, 0.631, -0.522], [-0.348, -0.395, 0.391], [0.144, 0.152, -0.128], [-0.132, -0.130, 0.027], [0.179, 0.309, -0.035], [-0.007, -0.214, 0.081], [0.258, 2.302, 0.616], [0.112, 0.094, -0.041], [0.058, -0.041, 0.106], [0.036, 0.035, -0.043], [0.009, 0.078, -0.058], [-0.009, 0.055, 0.015], [-0.079, -0.031, -0.055], [-0.066, -0.028, 0.126], [0.109, 0.069, 0.136], [-0.017, 0.073, 0.065], [-0.039, 0.005, -0.022], [0.047, 0.006, 0.014], [-0.003, -0.018, -0.033], [-0.016, -0.122, 0.004], [0.032, -0.003, -0.041], [0.001, -0.003, -0.039], [-0.049, -0.061, 0.009], [-0.012, -0.020, 0.069], [0.045, -0.018, -0.008], [-0.660, 0.069, -0.122], [-0.037, -0.056, 0.056], [0.039, 0.124, -0.070], [-0.780, -0.802, 0.262]], "lowdin_spin": [0.84, 0.00, 0.00, 0.00, 0.00, 0.00, 0.00, 0.02, 0.00, 0.00, 0.01, 0.00, 0.00, 0.00, 0.00, 0.00, 0.00, 0.00, 0.00, 0.00, 0.00, 0.00, 0.00, 0.00, 0.00, 0.00, 0.00, 0.00, 0.00, 0.00, 0.03, 0.03, 0.04, 0.04, 0.00, 0.04, 0.08, 0.02, 0.12, 0.00, 0.10, 0.19, 0.05, 0.01, 0.04, 0.05, 0.03, 0.07, 0.02, 0.02, 0.00, 0.03, 0.00, 0.02, 0.00, 0.00, 0.00, 0.00, 0.00, 0.00, 0.00, 0.00, 0.00, 0.00, 0.00, 0.00, 0.05, 0.02, 0.01, 0.01]}